Density functional theory data (ωB97M-V with the def2-TZVPD basis set) for a single C6H14OS2 molecule in a non-equilibrium geometry.

Summary:
Kohn-Sham gap   9.160 eV
Net charge   0
SMILES   COC(CSC)CSC
Energy above the lowest of the compared OMol25 structures with the same formula, charge and spin   2.4719 eV

XYZ file:
```
23
C6H14OS2 ωB97M-V with the def2-TZVPD basis set
O -0.33435 -1.36273 0.48174
S 0.84663 1.11784 2.45608
S -0.07117 0.30584 -2.52862
C -0.72347 -2.44103 -0.54286
C 0.75902 -0.35749 3.47532
C 0.58472 1.58602 -3.56369
C -0.68580 1.00867 1.44478
C 0.40476 0.53274 -0.75936
C -0.60452 0.04875 0.13038
H -1.75736 -2.35519 -0.93256
H -0.71567 -3.40563 -0.00347
H -0.07882 -2.49652 -1.44934
H -0.11180 -0.34658 4.06618
H 0.68431 -1.27257 2.90394
H 1.61236 -0.43010 4.23898
H -0.11343 1.67768 -4.31938
H 1.67299 1.32058 -3.98786
H 0.74218 2.47834 -2.94107
H -1.02643 2.01548 1.17761
H -1.49148 0.50030 2.07690
H 0.51392 1.59812 -0.67002
H 1.42056 0.24218 -0.39504
H -1.52714 0.03529 -0.35862
```

natural (NBO) population analysis, charges in e, atoms 1 to 2:
1. O -0.579
2. S 0.187